The following is a DFT calculation (wB97M-V/def2-TZVPD) of C10H16FNSi in the gas phase in a non-equilibrium geometry.

```
29
Properties=species:S:1:pos:R:3:forces:R:3:lowdin_charge:R:1
H 0.11653 3.84028 -0.67220 0.01 -0.21 0.14 0.035
H 0.33026 1.59225 1.75058 0.12 0.54 0.53 0.096
F -1.97306 3.22655 1.45014 -0.05 -0.37 1.19 -0.136
C 3.27451 -2.19369 0.77745 -0.66 -1.72 0.31 -0.076
C -0.82614 0.82719 0.15285 -0.49 0.01 0.19 -0.248
H 1.93306 -0.20407 1.85922 -0.21 -0.08 -0.25 0.112
H 3.91793 -2.79432 0.10954 -0.02 0.38 0.26 0.085
C 0.22184 0.78658 1.06176 0.10 0.22 -0.17 -0.106
H -3.74971 2.04463 -1.56374 0.03 0.08 0.46 0.039
N 1.87647 -2.46625 0.40433 -0.83 2.30 0.08 -0.206
C -0.02848 -1.29203 -0.70577 0.02 -0.54 0.47 -0.029
H 0.49086 -4.02927 0.19480 0.20 0.03 -0.13 0.093
C 0.98696 -1.32274 0.25913 1.47 -2.06 -0.07 -0.204
C -0.91951 3.63941 -0.92897 -0.92 -0.40 0.13 -0.154
Si -1.87619 2.38442 0.09489 0.56 0.40 -1.10 0.469
H 1.66421 -3.86778 -1.14631 -0.03 -0.31 -0.39 0.079
H -1.49947 4.55601 -0.86147 0.06 0.32 -0.10 0.026
H 3.45771 -2.53933 1.82311 0.10 0.32 -0.57 0.092
H -1.64187 -0.17159 -1.49985 -1.04 -0.34 -0.99 0.086
C -3.66272 2.20750 -0.47351 0.57 -0.32 -0.51 -0.153
C 1.15043 -0.22622 1.10005 0.06 -0.26 0.38 -0.036
H 2.17846 -4.48897 0.42500 0.25 -0.47 0.16 0.074
H -4.20158 1.41504 0.03050 0.03 -0.36 0.11 0.025
H 3.52669 -1.15120 0.69432 0.01 0.31 -0.14 0.068
C 1.52838 -3.79327 -0.07202 -0.28 1.19 0.12 -0.083
C -0.92002 -0.24678 -0.74295 0.63 1.02 0.93 -0.090
H -0.17600 -2.12740 -1.36786 0.15 -0.16 -0.22 0.101
H -4.18352 3.11673 -0.21356 -0.10 0.47 -0.06 0.024
H -0.99605 3.27831 -1.93947 0.28 0.04 -0.76 0.018
```
Forces are in eV/Å.

Results
HOMO level ... -7.7080 eV
Gap between HOMO and LUMO ... 8.517 eV
E ... -22716.7632 eV

***

The following is a DFT calculation (wB97M-V/def2-TZVPD) of 2 unconnected molecules or ions with the total composition C17H18Br3F6N2O7PS in a non-equilibrium geometry.

```
55
Properties=species:S:1:pos:R:3:forces:R:3:lowdin_charge:R:1
Br 5.45344 3.63226 -2.20488 -1.24 1.12 0.89 0.798
H 2.74531 2.68021 -1.94036 -1.28 0.01 1.27 0.094
N 0.85680 1.89783 -1.03299 -3.31 -1.63 -0.37 -0.071
N 3.14177 0.40913 1.52538 -0.66 -0.15 -3.17 -0.144
H -4.66752 1.40928 0.81507 0.92 1.75 0.21 0.088
H 4.10685 0.49681 -1.94751 0.30 0.21 0.99 0.088
F 3.43856 5.63073 -1.65938 2.04 -2.37 1.79 -0.005
H 2.07143 2.79135 1.03835 0.82 1.11 -1.41 0.113
C -0.00054 -0.47466 -0.25728 -0.84 0.11 0.07 -0.018
C -3.56930 3.04004 -0.43337 -0.38 -0.16 0.30 -0.277
C -1.75607 1.34826 -1.17716 2.31 -1.93 0.54 -0.092
H -3.38257 2.43307 1.77731 -1.54 -0.10 -1.42 0.088
H -3.92516 -3.65345 0.61049 1.76 0.47 0.18 0.118
H -4.34591 3.77327 -0.88481 1.56 -1.26 0.59 0.104
Br 3.79723 5.43848 1.80697 -0.13 -0.97 -0.79 0.797
H 1.63854 4.46428 0.41070 1.31 -1.60 -0.40 0.116
C -2.84648 -3.27325 0.68279 0.44 -1.32 -0.85 -0.048
C -1.52528 -0.08787 -0.60904 2.96 2.64 0.09 0.099
O -1.87171 -5.79981 1.92545 0.49 -0.97 -0.06 -0.356
H 1.35985 3.87748 -1.79061 0.78 -1.87 0.84 0.139
C 0.69023 -2.92603 1.09798 -2.36 5.35 -3.36 0.203
H -4.04172 1.04102 -1.45378 1.53 1.05 -0.31 0.100
P 2.98064 0.05905 -0.03999 1.64 -0.97 3.63 0.688
C 3.82843 4.05870 0.32689 -0.04 -0.47 1.27 -0.657
C -2.72849 -1.13217 -0.34027 -4.02 -2.33 -1.29 -0.326
H -2.58735 3.59568 -0.14932 -1.79 -0.76 -0.83 0.106
Br -3.31215 2.68065 -3.34416 0.22 -0.62 0.90 0.669
O -0.85267 -6.30080 -0.23552 0.00 -0.60 0.81 -0.341
C 0.22273 -1.92819 0.36659 2.90 -2.09 3.08 -0.050
F 0.10531 -8.96519 0.97726 -0.40 0.79 0.17 0.098
F 5.39911 5.77152 -0.46778 -2.35 -2.22 -1.64 -0.110
C 4.40601 4.82792 -0.96645 1.80 2.17 0.48 -0.700
H -5.04432 3.17226 1.25951 1.47 -1.19 -0.31 0.083
C 1.19195 0.55912 -0.48917 -3.79 -0.56 -1.50 -0.093
H 1.04801 -3.77992 1.79582 -1.01 1.32 -1.71 0.096
C 1.88354 2.98778 -1.25410 0.15 1.24 0.19 -0.140
O -2.88586 -1.80874 0.90867 2.04 2.19 -2.68 -0.112
C -0.87933 -8.24340 1.57146 -0.09 -1.49 0.35 -0.613
H 2.27851 0.84203 1.88979 0.62 -0.41 -0.15 -0.008
F 4.75605 3.04386 0.81053 -2.20 2.39 -1.83 -0.083
O 0.55249 -6.01312 1.73905 -0.42 -0.56 0.03 -0.366
H -0.72003 3.34997 -1.78918 0.68 -2.09 0.85 0.139
F -2.04861 -8.78302 1.14218 0.55 0.71 0.10 0.099
H -2.21349 -3.81050 1.49082 -1.43 1.22 -1.20 0.083
O -3.60102 -1.39527 -1.23744 4.51 2.08 3.18 0.071
O 3.25407 -1.64338 -0.20317 -1.27 3.78 -1.87 -0.182
H -2.28682 -3.41569 -0.31800 -1.11 -0.26 1.65 0.108
C 2.31412 3.54028 0.19995 -0.19 0.72 0.03 -0.156
O 4.16923 0.80652 -1.00661 -2.79 -1.72 0.16 -0.233
C -4.19233 2.46038 0.94494 -0.06 0.06 -0.01 -0.111
C -3.24439 1.85890 -1.52147 0.89 0.95 1.76 -0.618
F -0.80167 -8.52705 2.89724 0.00 0.57 -0.66 0.097
C -0.52455 2.28877 -1.36452 -0.50 -2.84 1.05 0.069
H 2.91780 -1.88438 -1.10854 0.51 -0.30 1.02 0.085
S -0.75272 -6.42101 1.21570 0.06 1.82 -0.68 0.474
```
Forces are in eV/Å.

Results
HOMO level ... -8.3675 eV
Gap between HOMO and LUMO ... 4.844 eV
E ... -281777.7958 eV